(1)
Density functional theory data (ωB97M-V with the def2-TZVPD basis set) for a structure of composition C44H39IrNO2P2S in a non-equilibrium geometry.

Results
Spin multiplicity: 2
⟨S²⟩: 0.795
Total charge: +4
HOMO-LUMO gap (spin up / spin down): 6.22 / 5.04 eV
E: -3089.07990 Ha

CARTESIAN COORDINATES (ANGSTROEM)
C  -3.96  -2.45  1.21
C  3.14  1.10  -2.70
C  3.63  0.64  -3.91
H  0.86  -3.40  0.19
H  -5.37  1.16  1.02
H  3.43  1.76  1.90
C  2.28  0.29  -1.96
H  3.00  -1.69  3.92
H  -3.50  4.92  -0.79
H  1.06  -1.77  5.11
H  2.25  5.47  -1.17
H  4.28  4.02  2.32
C  3.16  2.56  1.23
C  -0.65  -2.32  2.22
C  -3.03  2.33  -1.44
H  -0.37  5.25  2.13
C  2.01  3.39  -0.75
P  1.77  0.70  -0.30
O  0.15  0.69  1.87
H  -6.89  -0.76  1.30
C  3.87  -0.98  0.23
C  2.35  -1.40  -3.68
C  -4.97  0.15  1.08
C  -1.00  2.30  -2.90
C  -2.32  3.18  -0.44
C  -0.66  -4.29  3.65
H  -4.10  2.54  -1.43
C  -1.15  -2.89  -0.49
C  4.38  -2.05  2.32
O  -0.65  0.97  -2.39
H  -0.63  2.40  -3.92
H  3.71  5.87  0.79
H  3.47  2.06  -2.33
C  0.04  -3.66  -0.48
H  4.14  -0.76  -0.79
H  -2.67  3.59  -3.18
H  -2.24  6.30  0.85
H  0.34  -4.09  5.54
C  -5.83  -0.93  1.21
C  0.49  -2.31  4.36
H  -2.87  -4.58  -2.87
C  2.38  -0.74  2.09
H  1.37  3.21  -1.60
H  1.04  -5.38  -1.25
C  -2.18  -3.19  -1.41
C  4.70  -1.78  1.00
C  0.14  -1.69  3.17
H  -0.95  -5.31  3.80
C  -5.32  -2.23  1.27
H  5.02  -2.67  2.93
Ir  -0.62  0.59  -0.15
C  0.08  -3.61  4.61
C  1.86  -0.95  -2.47
H  5.61  -2.17  0.57
N  -1.30  2.63  0.26
C  2.36  2.33  0.10
H  -1.63  -4.18  1.76
H  4.35  1.23  -4.46
C  3.32  4.88  0.60
P  -1.34  -1.58  0.70
C  -1.04  -3.64  2.48
C  -0.89  -5.08  -2.18
H  -2.89  1.27  -1.19
C  -0.62  3.37  1.17
H  -6.00  -3.06  1.38
C  3.22  -0.60  -4.41
S  0.92  -0.10  2.93
C  -2.05  -4.30  -2.22
H  3.57  -0.92  -5.38
H  -0.80  -5.94  -2.83
C  -0.93  4.69  1.40
C  -2.67  4.50  -0.23
H  -3.01  1.90  -3.55
H  1.16  -1.56  -1.90
C  3.23  -1.51  2.88
C  0.15  -4.76  -1.30
H  -1.07  0.33  -2.99
C  -3.60  -0.06  1.03
C  -3.09  -1.37  1.04
H  2.05  -2.36  -4.06
C  -1.97  5.27  0.68
C  3.64  3.84  1.47
H  -0.45  3.00  -2.26
C  -2.48  2.56  -2.85
H  -2.92  0.78  0.97
H  -3.07  -2.59  -1.45
H  -3.59  -3.47  1.29
C  2.69  -0.44  0.77
C  2.50  4.66  -0.50
H  0.16  2.87  1.72

Löwdin population analysis, charges in e, atoms 1 to 5:
1. C -0.06
2. C -0.04
3. C -0.01
4. H 0.12
5. H 0.13

***

(2)
Density functional theory data (ωB97M-V with the def2-TZVPD basis set) for a structure of composition C44H39N2O2P2PtSi.

Results
Total charge: +1
HOMO-LUMO gap: 8.39 eV
E: -3051.58368 Ha

CARTESIAN COORDINATES (ANGSTROEM)
C  5.54  -1.65  0.79
C  -3.12  2.37  -3.95
H  -3.10  -3.34  -2.67
O  0.15  -7.60  -2.69
N  0.80  -6.20  -0.90
C  0.29  -2.63  -0.36
C  4.51  -0.75  1.03
C  4.11  2.50  -0.90
H  0.26  -5.35  1.63
H  -0.67  4.99  0.13
H  -0.86  -3.68  3.09
C  -5.15  3.32  1.37
C  -4.37  -1.07  0.19
H  0.64  -2.30  -1.32
P  2.25  0.72  0.24
C  4.46  3.72  -1.47
C  -0.53  -3.41  2.10
C  0.45  -3.96  0.00
C  2.77  2.24  -0.61
O  1.64  -4.40  -2.00
C  2.15  4.39  -1.46
H  6.44  -2.99  -0.63
C  -4.07  2.18  3.20
C  3.48  4.66  -1.75
C  -5.04  3.06  2.73
C  -0.71  -2.12  1.64
C  2.17  1.72  4.75
H  -4.39  2.90  -0.59
C  1.77  3.16  -0.91
C  5.64  -2.28  -0.44
H  2.96  -0.90  -1.98
C  2.56  2.43  2.48
H  2.02  -6.71  -2.47
Pt  -0.05  0.44  0.11
H  2.73  3.71  4.19
H  4.78  -2.51  -2.40
H  -3.97  1.99  4.26
H  1.39  5.13  -1.69
C  0.07  -4.35  1.26
C  4.71  -2.01  -1.44
C  -3.27  -0.68  -0.57
H  3.75  5.61  -2.19
C  -5.02  -2.27  -0.09
H  -1.22  -1.38  2.23
H  4.88  1.77  -0.68
C  1.88  0.44  4.29
C  2.28  1.15  2.02
Si  0.00  2.72  -0.46
C  -4.31  2.69  0.47
P  -2.33  0.83  -0.21
H  -5.07  -4.02  -1.32
C  -2.81  -1.51  -1.60
H  2.82  3.21  1.78
H  0.04  4.18  1.53
C  -3.46  -2.70  -1.87
C  -2.28  1.77  -1.78
H  6.26  -1.86  1.56
H  -0.20  3.97  -3.30
H  -2.46  0.87  2.65
H  1.62  -0.34  5.00
H  -1.63  3.83  1.05
H  -5.88  -2.57  0.50
H  0.12  -6.51  -0.23
H  2.13  1.95  5.81
C  -0.63  4.05  0.68
N  -0.27  -1.72  0.44
H  -3.87  2.28  -4.73
C  -2.02  3.20  -4.14
C  1.02  -4.87  -1.06
C  2.51  2.71  3.84
C  -1.18  2.62  -1.94
C  -3.23  1.54  2.29
H  -4.74  -0.44  0.99
H  -0.06  -6.91  -3.33
C  -4.56  -3.09  -1.11
H  -1.96  -1.20  -2.19
C  -1.06  3.33  -3.14
C  -3.25  1.65  -2.77
C  3.68  -1.11  -1.21
H  1.73  -0.85  2.59
H  4.45  -0.25  1.99
H  -1.91  3.75  -5.06
C  3.59  -0.47  0.03
H  -4.10  0.99  -2.64
C  1.94  0.16  2.94
H  5.50  3.93  -1.69
H  -5.70  3.55  3.43
C  -3.35  1.78  0.93
H  1.60  -8.05  -1.38
C  1.22  -7.17  -1.89
H  -5.89  4.03  1.01

Löwdin population analysis, charges in e, atoms 1 to 5:
1. C -0.06
2. C -0.06
3. H 0.11
4. O -0.02
5. N 0.10

***

(3)
Density functional theory data (ωB97M-V with the def2-TZVPD basis set) for a structure of composition C44H40AsNO3Zr in a non-equilibrium geometry.

Results
Total charge: +2
HOMO-LUMO gap: 6.80 eV
E: -4263.51019 Ha

CARTESIAN COORDINATES (ANGSTROEM)
H  0.35  -1.08  1.92
H  3.87  0.89  -1.44
H  -0.41  4.72  -0.31
H  -2.05  -1.49  2.26
C  0.18  4.25  2.33
C  3.78  0.68  -0.38
H  -2.92  -5.41  -2.42
C  1.20  -1.78  1.71
C  2.36  1.21  1.63
C  -4.18  -2.03  -0.32
N  -6.34  -3.34  -0.80
H  2.49  3.04  -2.42
C  3.16  -2.88  -1.25
H  0.22  4.11  3.40
H  -5.85  3.87  1.98
C  2.78  -3.41  2.48
O  -1.47  1.57  1.57
C  3.29  -3.55  1.20
O  -3.75  2.35  2.52
H  4.10  -4.24  1.01
C  1.81  2.28  -2.01
H  -1.85  -0.12  -1.84
C  4.51  -3.55  -3.12
As  0.90  -1.16  -1.21
C  -5.32  4.47  0.00
C  -4.39  4.37  -1.04
C  -1.74  -0.76  0.23
C  1.82  2.29  -0.50
H  0.81  2.50  -2.37
C  3.78  -2.73  -3.97
C  -2.35  -0.68  -1.03
H  -0.13  1.97  3.81
H  -6.21  5.06  -0.13
H  3.63  -0.52  1.98
O  -1.07  1.89  -0.52
H  -4.48  2.49  3.14
C  -2.18  -4.65  -2.19
C  0.93  1.74  3.69
C  1.11  3.29  0.20
H  0.66  5.20  2.10
C  0.65  4.54  -0.49
C  4.20  -3.64  -1.77
C  -5.38  -2.74  -0.59
H  4.67  1.08  0.11
H  3.20  -4.00  3.28
H  -2.10  -3.88  -4.18
H  4.78  -4.29  -1.14
H  -0.86  4.33  2.03
C  2.58  1.35  0.24
H  -4.56  4.89  -1.97
C  -3.98  3.02  1.38
H  4.25  1.03  2.56
H  -4.13  -2.66  1.73
H  0.82  4.51  -1.56
C  -5.12  3.80  1.19
C  -0.77  -3.56  -0.58
H  5.32  -4.14  -3.52
H  1.48  2.37  4.39
H  -0.44  -2.12  -3.63
H  2.14  -1.34  -4.13
H  1.20  5.40  -0.10
Zr  -0.04  0.60  0.59
H  2.11  1.31  -2.41
H  1.09  0.70  3.98
C  -1.85  2.12  0.48
C  -0.80  -2.81  -2.86
C  2.42  -2.05  -2.12
C  -3.63  -2.09  0.96
C  -1.73  -3.79  -3.17
H  -0.40  -3.49  0.44
C  -0.32  -2.69  -1.56
C  -1.70  -4.54  -0.89
C  -2.44  -1.44  1.23
H  -4.00  -1.21  -2.29
H  2.99  0.22  3.46
C  -3.03  2.93  0.34
H  3.80  -0.40  -0.24
H  -2.53  3.52  -1.65
H  1.36  -2.44  3.75
C  1.75  -2.53  2.74
C  3.34  0.42  2.45
H  4.04  -2.67  -5.01
C  1.37  2.01  2.26
C  2.73  -1.98  -3.47
C  0.89  3.16  1.59
C  2.73  -2.83  0.15
C  -3.55  -1.29  -1.31
C  1.67  -1.94  0.41
C  -3.26  3.61  -0.87
H  -2.04  -5.21  -0.12

Löwdin population analysis, charges in e, atoms 1 to 5:
1. H 0.06
2. H 0.09
3. H 0.09
4. H 0.11
5. C 0.02

***

(4)
Density functional theory data (ωB97M-V with the def2-TZVPD basis set) for a structure of composition C44H40BiBrI2N4O3STe in a non-equilibrium geometry.

Results
Total charge: -2
HOMO-LUMO gap: 6.02 eV
E: -6195.70122 Ha

CARTESIAN COORDINATES (ANGSTROEM)
H  2.28  -5.32  -5.38
S  -1.84  1.48  -6.56
H  -2.95  1.88  -8.70
H  3.27  8.04  -1.45
H  3.61  2.48  1.41
N  -0.21  -1.14  1.89
H  -4.42  3.29  -4.87
C  1.96  -4.86  -4.45
C  2.37  7.29  0.35
C  -5.66  -1.83  -0.38
C  2.21  -5.45  -3.25
C  1.98  1.77  2.59
H  2.67  -6.41  -0.84
C  1.41  6.43  0.88
Br  1.96  6.79  -3.74
C  1.04  -3.69  0.36
C  -0.16  -3.11  3.49
H  0.96  0.37  6.66
C  -2.63  2.15  -5.18
C  -3.76  2.80  -5.57
C  5.79  -1.22  -1.12
C  1.90  0.40  6.12
C  4.93  -1.90  1.02
N  3.23  -0.62  -2.00
C  3.39  -0.97  -0.68
H  1.08  -3.15  -5.44
N  6.68  -1.12  -1.86
C  -1.02  -2.13  2.63
H  -3.46  1.83  2.54
Te  -2.08  1.57  -3.21
H  2.77  -6.38  -3.20
C  -3.77  0.15  0.26
C  0.65  5.64  0.03
H  2.87  3.73  2.41
H  -2.41  -2.36  0.99
C  0.78  5.70  -1.36
C  -2.07  -1.42  3.51
H  -6.96  -0.81  1.01
C  1.07  -3.62  -2.05
C  2.26  1.61  3.94
H  -0.33  -4.14  3.18
H  -1.61  -0.71  4.20
H  -1.19  -3.64  1.06
H  -4.05  2.90  1.25
H  -6.38  -2.59  -0.63
H  0.90  -2.89  3.39
C  -2.85  1.27  0.53
C  0.55  -0.23  2.60
C  -1.83  -2.99  1.65
H  2.03  -5.35  1.31
C  -5.05  0.14  0.83
H  2.51  1.21  6.50
H  0.45  -1.15  4.56
C  -4.41  -1.86  -0.96
H  0.83  -3.22  1.31
I  -0.56  3.80  -2.51
C  1.27  -3.64  -4.49
H  -5.32  0.93  1.53
O  -1.82  1.44  -0.11
C  2.11  -5.48  -0.82
H  -2.64  -2.16  4.09
H  1.28  6.36  1.95
C  1.75  -4.90  0.36
Bi  -0.01  -0.88  -0.39
H  2.98  7.90  1.01
H  -0.07  4.94  0.44
C  1.66  0.57  4.64
H  2.44  -0.05  -2.25
C  2.66  2.86  1.79
H  2.05  3.17  0.94
H  4.06  -0.48  -2.55
O  2.40  -1.00  0.09
C  0.67  -3.04  -0.80
C  -3.02  2.09  -7.65
H  2.43  -0.54  6.32
H  0.85  1.14  0.94
H  -2.76  -0.88  2.87
C  -5.98  -0.83  0.54
C  0.84  -0.34  3.97
O  -2.25  -1.02  -1.20
H  -0.43  -3.04  4.55
I  -0.19  -1.20  -3.55
C  0.85  -3.04  -3.33
N  5.19  -2.38  2.03
H  -4.15  -2.62  -1.68
C  -3.20  2.30  1.59
C  -3.99  2.77  -6.98
H  2.93  2.30  4.45
C  4.69  -1.35  -0.26
C  1.72  6.59  -1.83
H  -2.34  2.95  1.72
C  -3.41  -0.90  -0.64
C  1.79  -4.86  -2.04
C  1.10  0.91  1.96
C  2.53  7.37  -1.02
H  -2.54  -3.61  2.21
H  -4.83  3.24  -7.46

Löwdin population analysis, charges in e, atoms 1 to 5:
1. H 0.09
2. S 0.88
3. H 0.05
4. H 0.08
5. H 0.09

***

(5)
Density functional theory data (ωB97M-V with the def2-TZVPD basis set) for a structure of composition C44H40BrN5O11S2SiTi in a non-equilibrium geometry.

Results
Spin multiplicity: 2
⟨S²⟩: 0.775
Total charge: -1
HOMO-LUMO gap (spin up / spin down): 5.82 / 7.97 eV
E: -7311.60184 Ha

CARTESIAN COORDINATES (ANGSTROEM)
H  -3.62  0.22  5.77
C  -0.64  -1.58  4.34
H  0.68  1.11  -5.65
C  -0.79  -2.90  3.92
C  1.44  2.00  1.76
H  -3.54  -2.66  3.29
C  -3.53  -0.50  3.71
C  3.52  3.08  3.30
H  1.98  -2.07  6.46
H  -4.96  -0.84  5.31
C  -1.82  -3.44  0.49
H  -0.80  2.96  7.32
H  -2.17  -2.55  1.01
H  -0.80  4.69  3.40
H  0.56  -0.29  5.58
C  3.30  1.72  3.33
H  1.38  4.02  -3.27
C  0.03  -3.92  4.40
C  0.46  1.53  -2.95
C  2.83  -1.74  -0.26
H  5.40  3.21  -4.46
O  5.30  2.88  4.75
C  1.02  -3.62  5.33
C  -1.18  1.61  5.69
O  4.76  4.86  4.10
N  2.15  -0.21  2.56
H  4.48  -3.09  -0.78
H  -1.55  -3.15  3.18
H  -1.31  0.76  6.36
C  1.76  -2.71  0.07
H  -4.03  0.86  2.08
H  -2.09  2.43  -2.66
C  4.15  1.50  -4.12
H  2.78  2.21  -0.79
H  2.69  -0.03  -3.71
H  -1.30  2.48  2.43
C  -0.34  -3.43  0.39
C  2.01  -4.03  0.24
S  5.03  -0.71  -0.96
C  -1.25  1.70  -6.36
H  0.05  3.18  -1.94
C  -3.88  -0.67  5.20
C  0.37  -1.31  5.26
H  -5.10  -1.85  3.06
C  -0.90  2.85  6.25
H  3.91  1.06  3.92
H  1.66  -4.41  5.71
H  -1.02  1.48  -7.39
S  0.56  -4.89  0.51
C  -0.29  1.50  -5.38
O  -0.11  4.01  0.52
C  -1.84  2.25  -3.70
H  -3.96  1.65  3.67
C  0.41  0.03  -2.57
C  -4.01  -1.73  2.93
Si  -1.66  -0.23  3.52
O  0.24  -0.24  -1.31
C  1.87  1.93  -3.42
O  1.54  5.37  0.64
N  0.98  4.32  0.94
C  -1.17  2.57  3.50
Ti  -0.19  -0.10  0.47
H  -3.36  -1.53  5.64
H  2.96  4.98  2.49
H  -2.26  -3.40  -0.51
C  -4.25  0.73  3.15
H  -0.52  4.93  5.85
C  2.28  1.17  2.56
Br  -2.50  -0.14  -0.57
H  -3.26  2.34  -6.78
C  -2.80  2.45  -4.69
H  2.97  -4.53  0.24
C  4.41  2.86  -4.18
C  2.76  3.92  2.53
C  -1.30  1.44  4.31
O  0.50  1.52  0.99
C  4.08  -2.10  -0.65
H  -3.81  -1.62  1.86
H  4.42  2.10  -1.47
C  3.40  3.76  -3.87
C  1.73  3.38  1.78
O  3.00  -0.93  3.14
H  -5.34  0.60  3.26
O  0.59  -0.81  -3.42
N  2.63  -0.37  -0.22
H  3.59  4.83  -3.92
C  2.15  3.30  -3.50
O  1.15  -0.80  1.93
O  -1.27  -0.21  1.94
N  4.60  3.65  4.12
H  -0.10  -4.93  4.04
N  0.41  -2.38  0.17
H  -3.78  2.81  -4.40
H  4.92  0.78  -4.35
C  3.78  1.79  -0.64
C  -0.75  3.96  5.42
H  4.20  2.19  0.29
C  -2.51  2.18  -6.02
C  -0.58  1.78  -4.04
C  1.19  -2.32  5.76
O  0.15  2.23  -1.77
H  -2.18  -4.33  1.00
C  -0.90  3.82  4.05
C  3.68  0.30  -0.57
C  2.89  1.04  -3.75

Löwdin population analysis, charges in e, atoms 1 to 5:
1. H 0.07
2. C -0.19
3. H 0.12
4. C -0.09
5. C -0.22

***

Q: Which of these has the lowest E?
A: C44H40BrN5O11S2SiTi

***

Q: E of number 4 (C44H40BiBrI2N4O3STe)?
A: -6195.70122 Ha

***

Q: Look up the E of the second one.
A: -3051.58368 Ha